No. 1
Formula: C2H8NS
Source: OMol25
Level of theory: the ωB97M-V functional and the def2-TZVPD basis

The geometry in XYZ format:
```
12
Properties=species:S:1:pos:R:3:forces:R:3
S 1.0958 -1.4205 -1.6194 0.184 -0.204 -0.087
N 1.1578 3.1998 0.2346 0.138 -0.052 0.327
C -0.5607 -1.6131 -0.9291 -0.551 0.783 0.224
C -0.6134 -1.3665 0.5827 0.264 -0.544 0.038
H 1.5579 2.3054 -0.0207 0.083 -0.213 -0.371
H -0.2049 -0.3916 0.8477 -0.252 0.214 -0.120
H 0.0407 -2.0743 1.1020 -0.045 -0.132 -0.095
H 0.1631 3.0715 0.1225 -0.276 -0.017 -0.187
H -1.2181 -0.8628 -1.3965 0.037 -0.034 0.054
H -1.0774 -2.5590 -1.1331 0.410 -0.243 -0.072
H 1.2887 3.2232 1.2388 0.052 0.200 0.178
H -1.6294 -1.5122 0.9705 -0.043 0.243 0.111
```
Positions in Å, forces in eV/Å.

Computed properties:
Largest force on an atom ... 0.01913 Eh/bohr
Frontier orbital gap ... 6.20 eV
Total charge ... -1
Relative energy (zero: lowest compared OMol25 entry of this formula, charge and spin) ... 5.7 kcal per mole
HOMO level ... -2.223 eV

Mulliken atomic charge list, values in e, 4 entries: -0.7050 -0.7091 -0.5054 -0.9691

No. 2
Formula: C7H10N3
Source: OMol25
Level of theory: the ωB97M-V functional and the def2-TZVPD basis

The geometry in XYZ format:
```
20
Properties=species:S:1:pos:R:3:forces:R:3
N -1.0696 0.5341 -0.1951 -0.516 -1.826 -2.899
N -1.5754 0.8252 1.0301 -2.779 -5.714 -0.635
N -2.2726 -1.2895 0.2306 1.361 2.782 -0.189
C -0.1418 1.5671 -0.8139 1.912 -0.369 0.227
C -1.4187 -0.7166 -0.8407 -1.721 2.186 5.951
C 1.7492 -1.1383 0.1565 -0.713 -4.097 3.998
C 1.2568 1.4344 0.0403 -0.070 -0.650 0.129
C 2.1883 0.2351 -0.5940 -1.212 -0.583 1.584
C 1.4813 -2.1355 0.9826 1.500 4.282 -4.842
C -2.3810 -0.3481 1.3417 3.132 2.191 -2.913
H -2.7360 -2.2239 0.2186 0.626 1.174 -0.126
H 1.3446 -3.1866 1.4519 0.282 2.583 -0.992
H 1.9932 0.1356 -1.7234 0.669 0.078 1.780
H 3.2781 0.4662 -0.3175 -1.627 -0.632 -0.706
H -2.9205 -0.4032 2.3491 0.755 -0.394 -1.981
H 0.1072 1.2410 -1.9000 -0.811 0.605 1.860
H 1.8145 2.4354 0.1028 -0.865 -1.540 -0.403
H -0.5760 2.6289 -0.7953 0.346 -1.897 0.167
H 1.0380 1.0862 1.1296 0.182 0.945 -1.945
H -1.1354 -1.1598 -1.8588 -0.451 0.876 1.935
```
Positions in Å, forces in eV/Å.

Computed properties:
SMILES ... C#CCCCn1c[nH+]cn1
Largest force on an atom ... 0.12904 Eh/bohr
Frontier orbital gap ... 8.81 eV
Total charge ... +1
Relative energy (zero: lowest compared OMol25 entry of this formula, charge and spin) ... 139.8 kcal per mole
HOMO level ... -13.018 eV

Mulliken atomic charge list, values in e, 4 entries: 0.6180 -0.6039 -0.1088 -0.6447

No. 3
Formula: C27H49BN4O7
Source: OMol25
Level of theory: the ωB97M-V functional and the def2-TZVPD basis

The geometry in XYZ format:
```
88
Properties=species:S:1:pos:R:3:forces:R:3
O 3.9428 3.1376 -0.9507 -1.827 -5.305 6.794
O -6.5015 -1.6750 2.9294 0.221 -0.312 0.479
O -1.0550 -0.7988 -4.6560 -0.185 0.036 -0.572
O -3.6010 1.8414 3.6716 -0.495 0.078 0.220
O 4.5192 1.3556 0.6448 -2.624 0.944 -2.033
O 1.4698 -2.0321 2.0151 0.975 3.797 0.554
O 3.0507 -0.2645 2.8821 -1.911 0.222 -2.402
N -2.4775 0.6481 -5.6161 0.462 -0.571 0.065
N -5.0607 2.9652 4.9543 0.301 -0.405 -0.402
N 5.2274 -0.9027 0.8140 2.342 -1.269 -5.055
N -5.8722 -3.7125 3.6302 -0.118 0.693 0.017
C -5.4628 -1.7728 5.0854 0.045 0.195 0.159
C 2.8199 -0.5808 0.1178 -0.077 -0.249 0.100
C -3.2604 1.2272 -6.6817 -0.092 0.261 0.355
C -0.3374 1.8739 -0.3889 -3.524 -2.600 -0.068
C 3.5930 2.3454 0.1013 1.261 3.877 -4.867
C -1.9677 -0.2098 -1.6501 0.633 2.812 3.155
C -0.6609 0.7783 -1.6006 -1.951 0.245 2.109
C 5.7441 -1.9616 0.1370 0.354 1.628 1.152
C -5.9183 1.3697 3.2908 0.069 0.006 -0.173
C -3.0582 -0.1360 -0.4196 3.963 2.757 -0.407
C -1.5088 -1.1538 -6.9809 0.134 -0.222 -0.127
C 4.9609 -3.2665 -0.4630 -0.153 -0.362 -0.841
C 6.1872 0.5741 -2.0494 0.899 -0.982 -1.513
C 1.0083 2.8014 -0.5325 -1.053 -0.013 -0.843
C 4.3761 0.0200 -0.0231 -2.947 -2.612 0.085
C -5.3029 -4.6871 4.5302 -0.114 -0.264 -0.360
C -6.3569 3.3628 5.4500 0.283 0.246 0.238
C 4.6954 0.0443 -1.6250 0.139 1.193 -0.757
C 7.4063 -1.9665 -0.0573 -0.310 -1.504 1.635
C 2.0723 2.6806 0.7089 0.987 0.512 0.308
C 6.2083 1.9771 -2.9079 0.694 0.964 1.452
C -2.7643 0.9488 0.7918 1.682 -0.686 -2.605
C -5.9845 -2.3649 3.8061 -0.410 0.045 -0.888
C 6.7903 -0.5845 -3.0956 -1.203 0.789 -0.742
C -1.4329 1.9496 0.8340 -0.383 -2.705 -3.333
C -4.7723 2.0637 3.9727 0.670 0.175 0.053
C -1.6528 -0.4367 -5.6676 0.157 0.166 0.873
B 2.4686 -0.9551 1.7153 -0.677 -0.050 1.127
H 7.7333 -2.5219 -1.0446 -0.823 1.292 1.983
H -4.9311 -4.2361 5.4506 -0.094 -0.001 -0.211
H 6.6110 -1.6772 -2.7166 0.662 2.106 -0.651
H -2.5219 1.0765 -4.6985 0.007 -0.078 -0.168
H -2.9440 2.2653 -6.8091 -0.192 -0.024 -0.261
H 1.7538 1.9617 1.5740 0.489 1.134 -1.916
H -4.3107 1.2060 -6.3806 -0.042 0.094 -0.307
H 4.3385 -3.8431 0.3760 1.498 1.509 -1.700
H 7.1557 2.0273 -3.6248 -2.193 -0.319 1.339
H 6.9519 0.6655 -1.1650 -1.848 -0.123 -1.502
H -6.0771 -5.4201 4.7699 0.221 -0.099 0.220
H 5.7348 -4.0223 -0.9551 -1.552 1.648 1.235
H 5.2066 2.2356 -3.4544 1.981 -0.763 0.898
H -4.2371 3.3899 5.3651 -0.226 -0.101 -0.099
H -5.6231 -0.6910 5.0790 0.060 -0.373 -0.067
H 2.7149 -1.6269 -0.4491 0.476 2.382 1.021
H -2.4782 -1.5435 -7.3030 0.102 0.118 -0.145
H -4.0129 -0.8364 -0.4521 2.246 1.764 0.288
H 0.6917 3.9464 -0.6472 0.617 -2.588 0.374
H -7.1725 2.8477 4.9420 0.227 0.047 0.035
H -3.5676 0.9738 1.6653 2.271 0.179 -1.978
H 0.8557 -1.5767 2.6921 1.490 -1.361 -1.226
H 0.1084 0.7382 -2.5113 -1.903 0.001 2.186
H -5.9980 -2.1962 5.9396 0.204 -0.014 0.015
H -6.4931 0.7919 4.0196 -0.133 0.157 -0.305
H 1.4887 2.5207 -1.5887 -0.845 0.527 2.565
H 7.8857 -0.3484 -3.4313 -1.975 -0.669 0.866
H -4.4817 -5.1882 4.0117 0.053 -0.115 0.305
H -5.5304 0.6826 2.5336 -0.134 0.132 0.320
H -3.1410 0.6918 -7.6239 0.037 0.042 0.219
H 2.1502 3.7658 1.1970 0.103 -2.420 -1.068
H -1.2766 2.7042 1.7226 -0.503 -1.771 -1.935
H -2.0918 -0.9307 -2.5826 0.370 1.746 2.259
H -0.8199 -1.9951 -6.8637 -0.159 0.252 0.118
H -1.1005 -0.4756 -7.7350 -0.179 -0.101 -0.057
H 2.0150 0.1130 -0.3755 1.303 -1.214 0.956
H -6.4593 4.4410 5.3044 -0.313 -0.062 0.091
H 4.1926 -3.0073 -1.3358 1.621 -0.343 1.985
H -6.3940 3.1395 6.5191 -0.318 0.080 -0.032
H -4.3898 -1.9623 5.1754 -0.119 -0.021 0.159
H -6.2460 -4.0353 2.7450 0.114 0.088 0.233
H -6.5590 2.1040 2.7951 -0.098 -0.103 0.129
H 7.8744 -0.9020 0.0755 -1.242 -2.119 -0.433
H 3.9257 0.7783 -2.1693 1.506 -1.538 1.461
H 4.4983 -1.0084 -2.1533 0.432 2.184 1.651
H 6.3841 2.8497 -2.1132 -0.562 -1.782 -1.821
H 7.8253 -2.6342 0.8364 -0.709 1.321 -1.829
H 3.1104 0.7273 2.7538 0.421 -1.887 -0.107
H 6.1188 -0.4681 -4.0756 1.433 -0.344 1.963
```
Positions in Å, forces in eV/Å.

Computed properties:
SMILES ... CC(C)=N[C@](CB(O)O)(CC(C)C)OC(=O)CCc1ccccc1.CNC(C)=O.CNC(C)=O.CNC(C)=O
Largest force on an atom ... 0.17135 Eh/bohr
Frontier orbital gap ... 7.83 eV
Total charge ... 0
HOMO level ... -7.786 eV

Mulliken atomic charge list, values in e, 4 entries: -0.5245 -0.6649 -0.6123 -0.6578

Q: Which formula does entry 3 have?
A: C27H49BN4O7